18
Properties=species:S:1:pos:R:3 method="wB97M-V/def2-TZVPD" lumo_energy_ev=3.552 fmax_ev_per_a=3.42 smiles="CCCNCC(=O)[O-]" relative_energy_kcal_mol=31.87 e_tot_ha=-401.7760 orbital_gap_ev=7.32 charge=-1
C 1.24 -0.28 -1.29
C 0.94 0.25 -2.69
C -0.18 -0.32 -0.48
N 0.18 -0.03 0.91
C -0.73 -0.55 1.96
C -1.27 0.69 2.82
O -0.52 1.65 3.04
O -2.49 0.56 3.10
H 1.79 0.37 -0.61
H 1.67 -1.27 -1.43
H 0.09 0.95 -2.74
H 1.80 0.77 -3.09
H 0.55 -0.59 -3.29
H -0.47 -1.36 -0.51
H -0.88 0.40 -0.91
H 0.23 0.97 1.08
H -0.26 -1.34 2.56
H -1.70 -0.86 1.56

---

18
Properties=species:S:1:pos:R:3 method="wB97M-V/def2-TZVPD" lumo_energy_ev=4.217 fmax_ev_per_a=1.03 smiles=N[C@@H]1CCCO[C@@H]1[O-] relative_energy_kcal_mol=43.10 e_tot_ha=-401.7581 orbital_gap_ev=7.18 charge=-1
O 1.70 -0.58 0.56
C 0.42 -0.70 0.75
C -0.40 -0.86 -0.58
C -0.64 0.46 -1.30
C -1.07 1.59 -0.35
C -0.27 1.62 0.93
O -0.24 0.37 1.55
N 0.39 -1.73 -1.48
H 0.07 -1.59 1.35
H -1.34 -1.38 -0.34
H -1.40 0.41 -2.09
H 0.33 0.74 -1.71
H -2.09 1.36 -0.05
H -1.02 2.51 -0.93
H -0.77 2.29 1.63
H 0.76 2.00 0.81
H 0.12 -2.70 -1.37
H 1.35 -1.66 -1.09

---

18
Properties=species:S:1:pos:R:3 method="wB97M-V/def2-TZVPD" lumo_energy_ev=3.645 fmax_ev_per_a=1.26 smiles="CC[C@@H](C)NC(=O)[O-]" relative_energy_kcal_mol=1.91 e_tot_ha=-401.8238 orbital_gap_ev=7.64 charge=-1
C 0.79 0.87 -0.82
C 0.02 0.15 0.26
C -0.39 -1.26 -0.21
C 0.77 -2.24 -0.12
N -1.14 0.85 0.75
C -1.03 2.27 1.09
O -2.07 2.92 0.86
O 0.08 2.66 1.48
H 1.22 1.82 -0.47
H 0.12 1.12 -1.63
H 1.65 0.37 -1.28
H 0.68 -0.07 1.10
H -0.74 -1.20 -1.23
H -1.22 -1.56 0.41
H 1.61 -1.95 -0.77
H 0.54 -3.23 -0.52
H 1.09 -2.33 0.90
H -1.99 0.80 0.20